The following is a DFT calculation (ωB97M-V/def2-TZVPD) of a structure of composition C8H16MnNO4Se2 at a distorted geometry.

Last column: natural (NBO) charge in e.
Cartesian coordinates (Å):
Se -1.10 -1.23 1.25  0.2235
Se -1.69 0.11 -1.02  0.2546
Mn 0.43 -0.82 -0.51  0.9823
O 3.95 -1.41 -2.32  -0.5447
O 1.14 0.83 0.29  -0.7207
O -2.65 2.82 2.56  -0.7281
O 2.14 -0.86 -1.17  -0.8555
N -0.07 -2.62 -1.38  -0.8158
C 0.73 -2.94 -2.60  -0.2153
C -1.30 2.94 2.17  -0.0498
C 2.85 -1.70 -1.95  0.7918
C -1.08 0.46 2.22  -0.5765
C 2.20 -3.03 -2.27  -0.5432
C -0.93 1.70 1.32  -0.1228
C -1.94 1.60 0.18  -0.5814
C 0.52 1.97 0.90  -0.0581
H -2.94 1.49 0.60  0.2655
H 0.05 -3.37 -0.71  0.4011
H -1.14 3.84 1.57  0.1826
H -0.63 2.98 3.04  0.1822
H 0.54 -2.16 -3.33  0.2112
H 0.55 2.81 0.20  0.2031
H -2.90 3.58 3.10  0.4963
H 2.75 -3.47 -3.10  0.2649
H -1.93 2.51 -0.43  0.2556
H -2.05 0.52 2.72  0.2650
H 2.35 -3.70 -1.41  0.2292
H -1.07 -2.62 -1.62  0.3971
H -0.30 0.41 2.97  0.2530
H 1.10 2.23 1.79  0.2037
H 2.04 0.99 -0.05  0.5354
H 0.38 -3.88 -3.02  0.2138

Summary:
- HOMO-LUMO gap (spin up / spin down) (eV) = 6.7 / 6.7
- expectation value of S² = 3.87
- multiplicity = 4
- F_max (eV Å⁻¹) = 1.1
- HOMO level (spin up / spin down) (eV) = -11.776 / -12.094
- calculated total energy (hartree) = -6623.79659
- relative energy (zero: lowest compared OMol25 entry of this formula, charge and spin) (kJ/mol) = 64.7
- M (g/mol) = 403.08
- charge = +1